C2H6NO2S | ωB97M-V/def2-TZVPD

Element x y z (Å)
N1 1.359 0.696 0.519
C1 0.774 -0.285 -0.502
C2 -1.063 -0.356 -0.099
O1 -1.494 -1.556 -0.283
O2 -1.445 0.519 0.874
S1 -2.131 1.079 -0.668
H1 1.055 1.672 0.169
H2 2.438 0.918 0.408
H3 1.046 0.409 1.496
H4 0.903 0.089 -1.551
H5 0.889 -1.428 -0.433
H6 -2.330 -1.756 0.070

Forces on atoms 1 to 2 (eV/Å):
N 1.4060 0.9756 -1.5561
C -4.0823 -1.2987 -0.0458

Energy relative to the best compared isomer or geometry (same formula, charge and spin) (kcal/mol): 50.2
LUMO (hartree): -0.1546
HOMO energy (Ha): -0.482
SMILES: [NH3+]C[C@@]1(O)OS1
E (eV): -18581.15111
Charge: +1
Spin multiplicity: 1

C17H18ClNO4Zr | ωB97M-V/def2-TZVPD

Element x y z (Å)
Zr1 -0.237 0.848 0.632
C1 2.736 2.827 0.726
C2 2.061 1.661 1.385
C3 1.228 1.858 2.509
C4 0.669 0.768 3.191
C5 1.003 -0.537 2.808
C6 1.855 -0.748 1.719
C7 2.347 0.337 0.983
H1 2.124 3.727 0.778
H2 3.009 2.607 -0.305
H3 3.669 3.049 1.251
H4 1.091 2.862 2.904
H5 0.095 0.933 4.101
H6 0.670 -1.381 3.405
H7 2.193 -1.754 1.492
H8 3.087 0.156 0.203
N1 0.310 2.169 -1.359
C8 -0.957 2.566 -2.047
C9 -1.906 3.329 -1.081
C10 -1.782 2.468 0.133
O1 -2.187 1.270 0.104
O2 -0.890 2.732 1.006
H9 0.868 3.026 -1.243
H10 0.828 1.570 -2.016
H11 -1.450 1.642 -2.384
H12 -0.747 3.210 -2.908
H13 -2.920 3.351 -1.482
H14 -1.559 4.340 -0.869
Cl1 -1.903 -6.675 -2.378
C11 -1.495 -5.178 -1.690
C12 -2.118 -4.752 -0.507
C13 -1.812 -3.528 0.035
C14 -0.894 -2.678 -0.615
C15 -0.258 -3.123 -1.793
C16 -0.543 -4.358 -2.314
C17 -0.605 -1.379 -0.107
O3 0.124 -0.507 -0.761
O4 -1.003 -0.940 1.039
H15 -2.836 -5.396 -0.024
H16 -2.290 -3.195 0.943
H17 0.465 -2.473 -2.262
H18 -0.040 -4.705 -3.203

Forces on atoms 1 to 2 (eV/Å):
Zr 2.4514 0.4198 1.8967
C 0.1194 0.0769 0.0470

Energy relative to the best compared isomer or geometry (same formula, charge and spin) (kcal/mol): 23.6
LUMO (hartree): -0.2790
HOMO energy (Ha): -0.546
E (eV): -41393.06536
Charge: +2
Spin multiplicity: 1

C3H7O2P | ωB97M-V/def2-TZVPD

Element x y z (Å)
C1 -0.728 -1.986 0.872
C2 -0.310 1.696 -1.582
C3 0.509 -0.990 1.356
O1 -1.747 -2.178 1.509
O2 0.585 1.976 -0.525
P1 1.896 1.054 -0.236
H1 -0.542 -2.226 -0.219
H2 -1.290 2.050 -1.257
H3 -0.281 0.769 -1.932
H4 -0.098 2.237 -2.522
H5 0.116 0.016 1.334
H6 1.422 -1.153 0.844
H7 0.468 -1.263 2.356

Forces on atoms 1 to 2 (eV/Å):
C 0.6616 2.4896 -0.3878
C -0.7569 4.4645 -0.0539

Energy relative to the best compared isomer or geometry (same formula, charge and spin) (kcal/mol): 103.5
LUMO (alpha / beta) (hartree): -0.0265 / -0.0279
HOMO energy (alpha / beta) (Ha): -0.285 / -0.285
E (eV): -16604.19784
Spin multiplicity: 1

C4H7NO2 | ωB97M-V/def2-TZVPD

Element x y z (Å)
C1 1.273 -0.175 -1.501
C2 0.382 0.359 -0.412
O1 -0.290 1.353 -0.575
C3 0.358 -0.354 0.942
N1 -0.664 0.167 1.797
C4 -1.284 1.212 1.681
O2 -1.964 2.161 1.760
H1 2.322 -0.009 -1.232
H2 1.051 0.371 -2.420
H3 1.131 -1.249 -1.660
H4 1.341 -0.233 1.417
H5 0.215 -1.433 0.803
H6 -1.836 -1.197 -0.639
H7 -2.036 -0.972 0.040

Forces on atoms 1 to 2 (eV/Å):
C 0.0238 0.0060 -0.0566
C -0.1078 0.2926 -0.0547

Energy relative to the best compared isomer or geometry (same formula, charge and spin) (kcal/mol): 39.4
LUMO (hartree): 0.0272
HOMO energy (Ha): -0.375
SMILES: CC(=O)CN=C=O.[H][H]
E (eV): -9845.57040
Spin multiplicity: 1

C4H5NO2 | ωB97M-V/def2-TZVPD

Element x y z (Å)
C1 -0.290 -2.185 -0.410
O1 -1.078 -1.266 -1.143
N1 -1.587 -0.160 -0.402
C2 -0.705 0.667 -0.186
C3 0.249 1.572 -0.150
C4 0.879 2.071 1.077
O2 0.417 1.914 2.183
H1 0.432 -1.681 0.243
H2 -0.923 -2.872 0.165
H3 0.265 -2.727 -1.180
H4 0.545 2.000 -1.102
H5 1.797 2.666 0.905

Forces on atoms 1 to 2 (eV/Å):
C 0.1569 -0.1514 0.1804
O -0.1277 -0.2856 -0.2331

Energy relative to the best compared isomer or geometry (same formula, charge and spin) (kcal/mol): 103.1
LUMO (hartree): -0.0146
HOMO energy (Ha): -0.371
SMILES: CON=C=CC=O
E (eV): -9809.84185
Spin multiplicity: 1